1.
A molecular structure, C25H20O7RhS4Si, computed with ωB97M-V/def2-TZVPD.

```
! wB97M-V def2-TZVPD RIJCOSX def2/J DEFGRID3
* xyz -1 5
Rh 1.2422 -0.9926 1.5710
O 1.5943 -4.5230 -1.1365
C 1.6164 -3.6979 -0.0803
O 0.7139 -2.9419 0.1682
C 2.9078 -3.8586 0.6949
O 3.0322 -2.9769 1.7696
C 2.8125 -3.5366 3.0653
C 1.3331 -3.4886 3.5235
O 0.9487 -4.3996 4.2504
O 0.6927 -2.4592 3.1458
H 0.7696 -4.3751 -1.6188
H 2.9820 -4.9024 1.0131
H 3.7183 -3.6502 -0.0088
H 3.1889 -4.5599 3.1148
H 3.3786 -2.9072 3.7539
O 6.5336 2.9901 3.5071
C 5.5858 2.3521 3.1366
S 4.1074 2.1294 4.0826
C 3.2477 1.1060 2.9357
C 3.9157 0.8091 1.7607
S 3.3067 -0.1190 0.4793
S 5.5244 1.4901 1.5878
S 1.6918 0.5928 3.3615
O -0.0673 -0.0296 0.2536
Si -1.1382 0.7250 -0.6185
C -2.9024 0.2447 -0.1189
C -4.0196 1.0431 -0.3639
C -5.2924 0.6252 0.0019
C -5.4672 -0.6026 0.6244
C -4.3650 -1.4079 0.8790
C -3.0955 -0.9848 0.5124
C -0.9145 2.6006 -0.5043
C -0.0553 3.2709 -1.3759
C 0.2662 4.6066 -1.1807
C -0.2729 5.3011 -0.1066
C -1.1401 4.6556 0.7635
C -1.4555 3.3192 0.5631
C -0.9803 0.2442 -2.4497
C -0.0442 -0.7062 -2.8528
C 0.0715 -1.0752 -4.1871
C -0.7506 -0.4947 -5.1427
C -1.6872 0.4560 -4.7587
C -1.7968 0.8193 -3.4237
H -3.8948 2.0097 -0.8429
H -6.1498 1.2597 -0.1927
H -6.4582 -0.9248 0.9213
H -4.4962 -2.3644 1.3714
H -2.2314 -1.6051 0.7276
H 0.3699 2.7352 -2.2186
H 0.9414 5.1081 -1.8643
H -0.0082 6.3385 0.0591
H -1.5662 5.1939 1.6022
H -2.1297 2.8182 1.2509
H 0.6001 -1.1500 -2.1001
H 0.8086 -1.8117 -4.4882
H -0.6610 -0.7779 -6.1847
H -2.3300 0.9151 -5.5011
H -2.5310 1.5643 -3.1314
*
```

Computed properties:
E_LUMO (spin up / spin down), eV: 2.26 / 0.74
E, eV: -94813.09284
Relative energy (zero: lowest compared OMol25 entry of this formula, charge and spin), kJ/mol: 13.62

2.
A molecular structure, C25H21CeN5PS at a distorted geometry, computed with ωB97M-V/def2-TZVPD.

```
! wB97M-V def2-TZVPD RIJCOSX def2/J DEFGRID3
* xyz 3 1
Ce 0.5463 0.2369 -0.3047
N -0.8269 -2.3844 -2.1910
P -0.4699 -0.7957 -2.7118
C -0.8557 -0.9008 -4.4654
C -1.8882 -0.1378 -4.9972
C -2.2129 -0.2821 -6.3513
C -1.5059 -1.1807 -7.1509
C -0.4666 -1.9323 -6.6184
C -0.1244 -1.7941 -5.2744
C 1.3880 -0.7988 -2.6922
C 2.1446 -1.7443 -1.9777
C 3.5316 -1.6993 -2.0330
C 4.1726 -0.7104 -2.7753
C 3.4298 0.2437 -3.4623
C 2.0426 0.2150 -3.4083
C -0.9327 -2.7944 -0.8786
C -1.4758 -4.0393 -0.5706
C -1.4998 -4.4493 0.7420
C -0.9888 -3.6098 1.7401
C -0.4943 -2.3994 1.3719
N -0.4539 -1.9687 0.0741
H -1.2360 -2.9994 -2.8767
H -2.4443 0.5547 -4.3749
H -3.0185 0.3038 -6.7783
H -1.7657 -1.2904 -8.1981
H 0.0901 -2.6160 -7.2479
H 0.7085 -2.3584 -4.8621
H 1.6685 -2.5666 -1.4677
H 4.1152 -2.4496 -1.5115
H 5.2551 -0.6941 -2.8265
H 3.9315 1.0009 -4.0544
H 1.4665 0.9316 -3.9831
H -1.8582 -4.6677 -1.3665
H -1.9130 -5.4168 1.0022
H -0.9871 -3.9077 2.7808
H -0.0934 -1.7249 2.1123
S 1.8735 0.4219 2.6452
C 2.4340 0.6999 1.1965
N 2.6381 0.8519 0.0180
N -2.3033 3.0575 1.9550
C -1.9837 1.7810 1.7844
N -1.0545 1.6392 0.8432
C -0.7507 2.9408 0.3960
C 0.1623 3.3744 -0.5663
C 0.2519 4.7298 -0.7984
C -0.5550 5.6342 -0.0914
C -1.4638 5.2141 0.8619
C -1.5365 3.8445 1.0910
H -2.9787 3.4048 2.6261
H -2.4432 0.9766 2.3390
H 0.7994 2.6967 -1.1222
H 0.9539 5.1123 -1.5296
H -0.4603 6.6915 -0.3032
H -2.0851 5.9195 1.4025
*
```

Computed properties:
E_LUMO (spin up / spin down), eV: -12.01 / -12.01
E, eV: -66744.08942

3.
A molecular structure, C25H21Cl2N3O10SZn at a distorted geometry, computed with ωB97M-V/def2-TZVPD.

```
! wB97M-V def2-TZVPD RIJCOSX def2/J DEFGRID3
* xyz -2 1
Zn 0.4094 0.2185 -1.3049
O -2.6136 4.4870 -4.4284
C -2.0305 3.5548 -3.8836
C -0.4785 3.4465 -3.7347
O 0.4338 4.1679 -4.1054
C -0.2919 2.1659 -3.0255
C -1.5643 1.4863 -2.8578
O -1.6208 0.3640 -2.2526
C -2.7232 2.3489 -3.1690
O -3.9071 2.1331 -2.9121
O 0.7918 1.7932 -2.5085
C -2.0368 -4.0436 0.4219
C -1.3677 -4.4187 -0.8819
N -1.0577 -3.1757 -1.6979
C -2.0030 -2.8103 -2.7396
C -1.8124 -3.6270 -3.9986
C 0.1838 -2.6230 -1.6690
S 0.7448 -1.5766 -2.9080
N 1.0030 -2.9507 -0.6398
C 1.7622 -2.0166 -0.0148
O 2.0159 -0.8493 -0.4881
C 2.2549 -2.3496 1.3271
C 2.9213 -1.3376 2.0592
C 3.2856 -1.5652 3.4010
C 2.7582 -2.7050 4.0580
C 2.1482 -3.6890 3.3281
C 1.9885 -3.5968 1.9488
H -2.3589 -4.9205 0.9599
H -2.9256 -3.4647 0.2315
H -1.3506 -3.5392 1.1622
H -2.0341 -4.9813 -1.5625
H -0.3894 -4.9694 -0.6997
H -1.8436 -1.7446 -2.9051
H -3.0088 -2.9124 -2.2984
H -0.7431 -3.8170 -4.0734
H -2.2427 -3.0552 -4.8514
H -2.3809 -4.5879 -3.9433
H 3.1841 -0.4163 1.4795
H 3.9695 -0.8378 3.8777
H 2.9188 -2.8789 5.1450
H 1.8595 -4.5846 3.8604
H 1.6239 -4.4340 1.3531
Cl 3.2609 5.9731 -2.6665
C 3.5001 4.8115 -3.9749
Cl 4.5754 3.3874 -3.4417
H 3.9606 5.2290 -4.9094
H 2.5107 4.3454 -4.1374
O 1.6335 1.7960 0.8910
C 0.3949 1.6133 1.0329
O -0.3937 0.8313 0.3065
C -0.2546 2.3821 2.1456
C -1.6452 2.4672 2.3211
C -2.1316 2.8542 3.5665
C -1.2209 3.2794 4.5321
C 0.1733 3.2959 4.3593
C 0.6043 2.9448 3.1400
N -1.7133 3.6753 5.8162
O -2.9412 3.6536 6.1072
O -0.8653 4.1862 6.5729
H -2.3076 2.1253 1.5074
H -3.1845 2.8566 3.8236
H 0.8529 3.6176 5.1360
H 1.7194 2.9871 2.8119
*
```

Computed properties:
E_LUMO, eV: 2.93
E, eV: -135509.87927
Relative energy (zero: lowest compared OMol25 entry of this formula, charge and spin), kJ/mol: 91.84

4.
A molecular structure, C25H21Cl2N4Ru, computed with ωB97M-V/def2-TZVPD.

```
! wB97M-V def2-TZVPD RIJCOSX def2/J DEFGRID3
* xyz 3 5
Ru -0.2659 0.5474 -0.0963
C -2.4417 -1.3558 -3.3633
C -1.5075 -0.5984 -2.6613
N -1.4552 -0.5810 -1.3319
C -2.3294 -1.3484 -0.6074
C -3.3203 -2.1095 -1.2464
C -3.3545 -2.1055 -2.6578
C -4.2549 -2.8264 -0.4555
C -4.2032 -2.7457 0.9188
C -3.2043 -2.0160 1.5608
C -2.2088 -1.3584 0.8302
N -1.1217 -0.6775 1.2912
C -0.4984 -0.6423 2.5095
C -0.7625 -1.4410 3.6257
C -0.0568 -1.2755 4.8175
C 0.9375 -0.3303 4.9269
C 1.2888 0.4645 3.8062
C 2.3363 1.4098 3.8472
C 2.6650 2.1237 2.7183
C 1.9525 1.8854 1.5461
N 0.9444 1.0184 1.4868
C 0.5870 0.3009 2.5995
H -2.4428 -1.3297 -4.4431
H -0.7919 0.0236 -3.1814
H -4.1034 -2.6939 -3.1733
H -5.0261 -3.4052 -0.9467
H -4.9493 -3.2473 1.5191
H -3.2540 -1.9397 2.6361
H -1.4869 -2.2387 3.5871
H -0.2987 -1.9116 5.6573
H 1.4793 -0.2009 5.8547
H 2.8810 1.5566 4.7718
H 3.4633 2.8516 2.7178
H 2.1894 2.4111 0.6291
Cl -2.3322 2.1967 1.3605
C -2.3484 3.4414 0.1143
Cl -1.2018 2.9553 -1.1773
H -1.9976 4.3824 0.5235
H -3.3352 3.5060 -0.3305
C 4.7164 0.3743 -4.0876
C 3.5421 0.4709 -3.1787
C 3.4380 -0.2856 -2.0072
C 2.3389 -0.1418 -1.1920
N 1.3214 0.6985 -1.4737
C 1.4043 1.4226 -2.6053
C 2.4792 1.3380 -3.4586
H 5.4638 -0.3185 -3.7100
H 5.1763 1.3554 -4.2182
H 4.3949 0.0405 -5.0765
H 4.2164 -0.9813 -1.7250
H 2.2611 -0.7182 -0.2757
H 0.5870 2.0955 -2.8267
H 2.4893 1.9537 -4.3484
*
```

Computed properties:
E_LUMO (spin up / spin down), eV: -9.40 / -12.02
E, eV: -59827.28396
Relative energy (zero: lowest compared OMol25 entry of this formula, charge and spin), kJ/mol: 0.00

Question: Which formula does entry 1 have?
Answer: C25H20O7RhS4Si

Question: Which formula does entry 1 have?
Answer: C25H20O7RhS4Si

Question: Number 2 is which compound?
Answer: C25H21CeN5PS

Question: E of number 3 (C25H21Cl2N3O10SZn)?
Answer: -135509.87927 eV